[1]
A single C12H20O7 molecule, computed with wB97M-V/def2-TZVPD.

Computed properties:
structure (SMILES) = CCOC(=O)CC(O)(CC(=O)OCC)C(=O)OCC

Geometry as ORCA input:
```
! wB97M-V def2-TZVPD RIJCOSX def2/J DEFGRID3
* xyz 0 1
C -5.47316 -0.17415 0.40072
C -4.84258 -0.32867 -0.97454
H -5.46728 -0.93333 -1.63414
H -4.65917 0.65283 -1.42304
O -3.60104 -1.03633 -0.88883
C -2.52286 -0.33829 -0.55307
O -2.51195 0.85344 -0.37417
C -1.30826 -1.22532 -0.42031
H -0.65969 -1.08853 -1.28712
H -1.62536 -2.26566 -0.36161
C -0.54185 -0.84342 0.85246
O -1.31008 -1.16403 1.98197
H -1.38930 -0.35056 2.51227
C -0.27164 0.67106 0.88398
O -0.56571 1.32056 1.85886
O 0.35554 1.10423 -0.18713
C 0.61194 2.51222 -0.28610
C 2.08860 2.75140 -0.55409
H 2.68754 2.35806 0.26483
H 2.27159 3.81826 -0.64231
H 2.38278 2.26289 -1.47849
H 0.29544 2.99015 0.64575
H -0.00291 2.88030 -1.11183
C 0.80680 -1.59406 0.94817
C 1.77173 -1.29669 -0.17673
O 1.56264 -1.48088 -1.34711
O 2.92577 -0.84727 0.31346
C 3.99509 -0.62115 -0.60965
C 5.31247 -0.77518 0.12789
H 5.40409 -1.78299 0.52799
H 6.13513 -0.59028 -0.55372
H 5.36684 -0.07030 0.95381
H 3.89277 0.39003 -1.01690
H 3.90339 -1.33862 -1.43197
H 1.27909 -1.34873 1.89876
H 0.57939 -2.66268 0.93159
H -5.59525 -1.15062 0.86428
H -4.83665 0.43864 1.03607
H -6.44390 0.30368 0.31003
*
```


[2]
A gas-phase ion, C7H10N3 (charge +1) at a distorted geometry, computed with wB97M-V/def2-TZVPD.

Computed properties:
structure (SMILES) = C[N@H+]1[C@@H]2[C@H]3c4[nH][nH]c4[C@H]3[C@@H]21

Geometry as ORCA input:
```
! wB97M-V def2-TZVPD RIJCOSX def2/J DEFGRID3
* xyz 1 1
C 2.28716 0.63883 0.22726
C 2.38147 -0.72075 0.33103
C 0.94360 0.80940 0.85340
C 0.87145 -0.77488 0.78154
C -0.35337 0.79750 -0.11060
C -0.18095 -0.66881 -0.30843
C -2.72459 -0.01797 -0.02377
N 3.56745 0.71910 -0.39736
N 3.60900 -0.75476 -0.42782
N -1.33695 -0.02703 0.48487
H 0.74448 1.30152 1.81160
H 0.53195 -1.45295 1.54469
H -0.64496 1.56769 -0.82646
H -0.45831 -1.22974 -1.16901
H -2.83580 0.39392 -1.01104
H -3.19164 -1.10378 0.09397
H -3.26726 0.76322 0.61028
H 3.81866 1.15245 -1.24605
H 4.26603 -1.05235 0.21139
H -1.21468 -0.19065 1.52888
*
```


[3]
A molecular structure, C47H41N7O3PS2Sn, computed with wB97M-V/def2-TZVPD.

Geometry as ORCA input:
```
! wB97M-V def2-TZVPD RIJCOSX def2/J DEFGRID3
* xyz 3 1
Sn -1.51723 -0.37139 0.83428
C 8.44551 -4.58122 -8.13368
O 7.60258 -5.40302 -7.32945
C 6.71800 -4.81408 -6.51899
C 5.93084 -5.68153 -5.74907
C 4.99396 -5.17401 -4.88371
C 4.80913 -3.79125 -4.75633
C 5.59504 -2.93765 -5.52707
C 6.54197 -3.43359 -6.40353
C 3.83249 -3.22156 -3.84560
N 3.61560 -1.93104 -3.65472
C 2.63015 -1.86557 -2.72521
C 2.22199 -3.12519 -2.32887
N 3.00396 -3.98410 -3.05776
C 1.20374 -3.34429 -1.36416
C 0.77615 -4.60009 -0.90120
C -0.21298 -4.67815 0.04537
C -0.78998 -3.50144 0.51815
N -0.40788 -2.30152 0.10171
C 0.58595 -2.19701 -0.81657
C 1.02122 -0.86904 -1.20615
N 0.42623 0.18246 -0.60333
C 0.80290 1.40513 -0.91822
C 1.81279 1.66796 -1.85051
C 2.43263 0.61354 -2.47251
C 2.04023 -0.69738 -2.15436
H 9.08160 -5.26353 -8.68715
H 9.06201 -3.93080 -7.51110
H 7.85499 -3.98509 -8.83138
H 6.08277 -6.74638 -5.85533
H 4.40819 -5.87997 -4.30619
H 5.45825 -1.86905 -5.43498
H 7.13469 -2.74726 -6.98877
H 2.99798 -4.98896 -3.03648
H 1.23124 -5.50536 -1.28202
H -0.55004 -5.63045 0.42835
H -1.57318 -3.53358 1.26153
H 0.28019 2.21337 -0.41698
H 2.09336 2.68883 -2.06748
H 3.22014 0.76172 -3.19988
C -4.62062 -2.64094 -1.63071
C -5.36910 -3.39840 -0.74419
C -5.09323 -3.31794 0.60997
C -4.07747 -2.48456 1.05984
N -3.36450 -1.74111 0.19303
C -3.63339 -1.82670 -1.11472
C -3.70505 -2.40418 2.50298
C -4.46623 -2.98760 3.50662
C -4.02226 -2.90221 4.81802
C -2.84292 -2.23185 5.09330
C -2.15382 -1.65980 4.03674
N -2.57137 -1.74561 2.77735
H -4.79164 -2.68065 -2.69674
H -6.15292 -4.05290 -1.10091
H -5.65917 -3.91620 1.30709
H -3.02810 -1.21198 -1.76771
H -5.39234 -3.49650 3.28679
H -4.59606 -3.35636 5.61456
H -2.46312 -2.15046 6.10154
H -1.23421 -1.10924 4.20112
O 2.39400 -0.87030 2.85866
C 1.31101 -0.79982 2.57830
C -4.38699 2.44894 -3.55390
N -3.97892 2.02877 -2.21037
C -4.81628 2.37734 -1.06316
C -2.85906 1.35485 -1.99409
C -1.99701 0.97413 -3.16510
O -2.51055 1.06331 -0.82087
H -5.21911 3.13918 -3.46194
H -4.71025 1.59859 -4.15434
H -3.57672 2.96488 -4.06522
H -5.77665 2.73001 -1.42489
H -4.34678 3.15914 -0.46597
H -4.96799 1.50354 -0.43280
H -2.57623 0.60958 -4.01181
H -1.28147 0.21678 -2.85148
H -1.43739 1.84778 -3.50661
S -1.87064 3.11938 3.46251
P -0.39403 4.31789 4.25263
S 0.21444 2.71730 3.09959
C -0.12780 5.92048 3.57472
C -0.40193 7.01226 4.40642
C -0.25271 8.29300 3.90277
C 0.17405 8.47617 2.59434
C 0.45296 7.38638 1.77474
C 0.29783 6.10136 2.25680
C -0.17468 4.22539 5.99984
C 1.07787 4.57323 6.51696
C 1.26421 4.55343 7.88658
C 0.21040 4.20679 8.72558
C -1.03250 3.86883 8.20617
C -1.23342 3.87078 6.83572
H -0.71563 6.86645 5.43228
H -0.46116 9.14590 4.53329
H 0.29842 9.47963 2.20969
H 0.79920 7.54657 0.76329
H 0.51690 5.24712 1.62971
H 1.89386 4.85832 5.86356
H 2.22754 4.81463 8.30187
H 0.35969 4.20564 9.79697
H -1.84593 3.60619 8.86792
H -2.20019 3.60686 6.42696
*
```


[4]
A single CH3ClFNS molecule at a distorted geometry, computed with wB97M-V/def2-TZVPD.

Geometry as ORCA input:
```
! wB97M-V def2-TZVPD RIJCOSX def2/J DEFGRID3
* xyz 0 1
C 0.23292 0.84125 0.31386
N -0.43059 -1.26119 -1.00943
F 1.24320 1.77275 -0.44873
S -0.78792 0.15915 -1.01719
Cl -2.58248 0.50286 0.27898
H 0.99703 0.06185 0.76310
H -0.38102 1.39502 0.96096
H -0.79865 -1.90939 -1.68370
*
```


Let's list E_LUMO in order: 0.0307 -0.1095 -0.2736 -0.0167 Ha.
Let's list E_HOMO in order: -10.321 -12.146 -12.783 -10.083 eV.
Let's list energy relative to the best compared isomer or geometry (same formula, charge and spin) in order: 0.0 795.4 31.8 166.3 kJ/mol.